This record from the OMol25 dataset describes 14 unconnected molecules or ions with the total composition H28O14 in a non-equilibrium geometry. The level of theory is ωB97M-V with the def2-TZVPD basis set.

Geometry as XYZ:
```
42
Properties=species:S:1:pos:R:3:forces:R:3:nbo_charge:R:1
O 3.348524 2.567071 -1.372048 0.119 -0.338 -1.019 -0.9621
H 3.009524 2.052071 -0.618048 0.050 0.057 0.066 0.4990
H 3.261524 2.041071 -2.193048 0.037 0.524 0.947 0.4424
O 0.451524 2.757071 -3.527048 0.340 -0.111 -0.390 -0.9604
H 0.753524 2.076071 -2.909048 0.103 0.268 -0.037 0.4797
H 1.213524 2.877071 -4.121048 -0.526 0.082 0.334 0.4678
O -2.750476 1.245071 -1.153048 -0.937 0.340 1.618 -0.9376
H -2.587476 2.093071 -0.731048 -0.330 0.289 0.521 0.4818
H -2.162476 1.351071 -1.858048 1.334 0.004 -2.173 0.4686
O -3.291476 0.166071 1.411952 0.082 0.115 1.781 -0.9741
H -3.079476 0.438071 0.530952 0.173 0.615 -0.984 0.4928
H -3.193476 0.928071 2.023952 -0.187 -0.681 -0.845 0.4804
O 1.291524 0.523071 -2.038048 -2.077 -0.563 -0.992 -0.9483
H 0.884524 -0.181929 -2.584048 -0.527 0.624 0.268 0.4891
H 2.142524 0.159071 -2.015048 2.543 -0.247 0.577 0.4785
O 0.051524 0.326071 0.488952 0.674 1.194 0.251 -0.9913
H -0.664476 -0.226929 0.214952 -0.727 -0.781 -0.328 0.4929
H 0.413524 0.701071 -0.328048 -0.072 0.019 0.133 0.4943
O 1.192524 1.468071 3.222952 0.197 0.694 -0.124 -0.9732
H 1.850524 1.519071 3.919952 -0.045 -0.075 0.052 0.4786
H 0.641524 0.705071 3.388952 -0.550 -0.666 0.384 0.5047
O -3.022476 -2.543929 2.013952 0.031 -0.075 1.529 -0.9451
H -2.993476 -3.322929 1.490952 -0.067 -0.938 -0.777 0.4572
H -2.713476 -1.816929 1.492952 -0.186 0.875 -0.569 0.4854
O -0.958476 -0.352929 3.503952 0.805 -0.602 1.121 -0.9507
H -1.302476 0.083071 2.743952 -0.544 0.311 -1.146 0.4795
H -0.840476 -1.281929 3.262952 -0.212 0.220 0.001 0.4862
O 2.073524 -1.287929 1.334952 0.593 -1.535 1.085 -0.9535
H 1.638524 -0.525929 1.018952 -1.354 1.632 -0.276 0.4837
H 2.707524 -1.454929 0.655952 0.923 -0.568 -0.490 0.4546
O -1.071476 -2.092929 -0.192048 -0.474 0.192 -1.013 -0.9819
H -1.166476 -2.703929 -0.943048 0.589 -0.006 0.559 0.4957
H -1.001476 -2.606929 0.601952 0.205 -0.623 0.608 0.4960
O 1.467524 -2.393929 -1.403048 -0.646 -1.958 0.346 -0.9518
H 1.953524 -2.226929 -2.183048 0.833 0.547 -1.028 0.4620
H 1.303524 -1.634929 -0.873048 -0.179 1.061 0.554 0.4859
O 2.714524 1.552071 1.091952 1.342 -1.108 -0.048 -1.0074
H 1.868524 1.471071 1.577952 0.560 0.056 0.456 0.5183
H 3.366524 0.916071 1.517952 -1.561 1.239 -0.643 0.4863
O -2.428476 -1.242929 -2.477048 -1.120 -2.252 -1.699 -0.9177
H -2.023476 -0.434929 -2.344048 1.097 2.345 0.388 0.4483
H -2.348476 -1.681929 -1.648048 -0.309 -0.173 0.998 0.4653
```
Positions in Å, forces in eV/Å.

Values from the calculation:
E_LUMO: -0.6 eV
HOMO: -11.00 eV
energy relative to the best compared isomer or geometry (same formula, charge and spin): 56.0 kcal/mol
multiplicity: 1